{"formula": "C40H50BrNO5PtS3Se", "method": "the ωB97M-V functional and the def2-TZVPD basis", "symbols": ["C", "H", "H", "C", "C", "S", "C", "H", "H", "H", "C", "C", "H", "H", "C", "C", "H", "H", "C", "H", "N", "H", "C", "C", "H", "H", "H", "H", "H", "H", "C", "O", "C", "H", "H", "C", "C", "C", "C", "O", "H", "C", "C", "H", "H", "H", "Br", "C", "C", "C", "C", "S", "H", "C", "H", "H", "C", "H", "H", "O", "H", "H", "S", "C", "O", "H", "H", "Pt", "H", "C", "H", "Se", "H", "H", "C", "C", "H", "C", "C", "C", "H", "H", "H", "H", "C", "H", "C", "H", "H", "H", "C", "O", "C", "C", "H", "H", "H", "H", "C", "C", "H", "C"], "xyz": [[-0.8990, -3.5899, -0.6052], [2.2506, 3.4510, 5.8349], [3.8588, 2.0522, 2.7065], [-0.3631, 2.7709, -5.6954], [-1.7606, -1.8610, 1.0947], [-1.9929, 2.2464, -5.6128], [-0.8764, -4.0865, 1.8330], [-4.6730, 1.8864, 2.8989], [4.1455, 4.1648, 3.4512], [-5.5796, 0.3756, 2.7631], [4.2051, 0.3124, 0.7669], [5.4696, 1.1288, 0.4589], [3.2738, 5.3784, 4.3959], [-3.3049, 1.2949, 5.5990], [2.0156, 3.7518, 3.6944], [1.9204, 2.8854, 2.4442], [0.1502, -3.3140, -0.5464], [6.3186, 0.4560, 0.3186], [-2.8863, -0.2090, 2.5357], [0.5479, 5.2459, 3.0855], [-0.6079, 2.2165, -3.4794], [0.8825, 5.1950, 4.8182], [-1.5804, 0.4990, 0.6612], [-1.6084, -3.9178, -6.4886], [4.0233, -0.2655, -1.3255], [3.0935, -1.2763, -0.2190], [1.4088, 2.1333, 4.9996], [0.1290, -3.6774, 1.9446], [-0.7907, -5.1448, 1.5779], [-0.9718, -4.4244, -7.2010], [-2.5689, -1.5130, 2.1751], [2.5659, 0.1880, -4.0727], [-3.6719, 0.1580, 3.7869], [5.3308, 1.7042, -0.4579], [-0.0835, -2.5309, -5.8788], [-2.9228, -4.3180, -6.3097], [0.7510, 4.5807, 3.9265], [-3.7336, -3.6741, -5.3893], [-3.0474, -3.9190, 0.5663], [1.9713, 0.8797, -1.1955], [-2.6102, 1.5879, -3.3297], [-1.1054, -2.8638, -5.7483], [3.2387, 0.8409, -5.1511], [3.5833, 1.7961, -4.7620], [4.0859, 0.2484, -5.4885], [-5.4828, 1.2180, 4.3175], [-4.3964, -1.8064, -3.3927], [-1.7982, 1.9618, -3.9373], [1.9188, 1.3567, 0.0202], [4.0260, -0.7268, -0.3419], [3.0121, 1.2630, 0.9376], [1.7399, -1.8612, -2.7304], [-4.6399, -0.7522, 5.4790], [3.2058, 4.7107, 3.5343], [5.7095, 1.8232, 1.2659], [-3.5985, -3.9204, 1.5071], [-1.2211, -1.1456, -4.0004], [3.4597, -0.9491, 2.3692], [-3.6137, -3.3377, -0.1635], [-1.5778, -0.9389, -2.7905], [5.1525, -1.2396, 1.9458], [2.5466, 0.9901, -5.9799], [3.0912, -2.1279, -5.2530], [-1.8962, -2.2129, -4.8042], [-0.0328, -0.9917, -0.3228], [-3.2393, -1.6587, 4.9030], [-0.1291, 3.3287, 1.9348], [0.2304, 0.1456, -2.1490], [3.1634, 2.2979, 4.8564], [-3.2186, -2.6370, -4.6273], [4.7178, 0.1711, 2.9060], [-0.8561, 1.8763, -0.4596], [-4.7614, -3.9793, -5.2522], [-3.3259, -5.1348, -6.8939], [4.3950, -0.4657, 2.0821], [2.4789, -1.1364, -4.0812], [-2.9838, -4.9489, 0.2116], [-2.7716, 1.0238, 4.6855], [-2.4317, 0.8066, 1.6891], [-1.6291, -3.3413, 0.7195], [-1.3585, -3.0250, -1.4173], [-2.7147, 1.8410, 1.8440], [3.0809, 5.3138, 2.6336], [-0.9585, -4.6529, -0.8488], [-4.9275, 0.9600, 3.4138], [-4.7724, -1.7091, 4.0022], [0.7814, 2.8109, 1.6608], [0.0702, 3.0992, -6.6248], [-0.1156, 3.9369, 4.0883], [-1.8684, 0.4773, 4.9619], [0.7914, 2.0546, 0.5047], [-0.2864, -0.5089, -4.5071], [2.2266, 2.8518, 4.9221], [2.9884, 2.0731, 2.0624], [-1.3914, -4.0047, 2.7915], [1.2178, 2.9832, -4.2219], [-2.9827, -2.3218, 2.7619], [4.8528, -1.4396, -0.2991], [-1.0911, -0.8066, 0.4107], [0.2088, 2.6938, -4.4688], [-2.4728, 1.9423, 4.1790], [-4.1037, -1.0736, 4.5852]], "forces_ev_per_angstrom": [[-0.07, 0.06, 0.01], [0.02, 0.00, 0.01], [0.01, -0.01, -0.01], [-0.11, 0.00, -0.06], [0.58, 0.06, -0.80], [0.14, 0.09, 0.31], [-0.06, 0.04, -0.09], [-0.02, 0.02, -0.01], [0.03, 0.02, -0.01], [-0.02, 0.00, -0.01], [0.18, 0.10, -0.04], [-0.07, -0.08, 0.01], [0.03, 0.00, 0.01], [0.00, 0.02, 0.01], [0.10, -0.04, 0.06], [-0.14, -0.02, 0.00], [0.03, -0.02, -0.02], [0.04, 0.03, 0.01], [0.05, -0.05, -0.08], [-0.04, 0.00, -0.01], [0.28, 0.09, -0.34], [-0.02, 0.01, 0.01], [0.51, -0.28, -0.27], [0.02, 0.00, -0.02], [-0.06, -0.04, -0.04], [0.00, -0.02, -0.04], [0.01, -0.03, 0.05], [0.02, -0.02, 0.03], [0.00, -0.02, 0.02], [-0.01, -0.01, -0.02], [-0.15, 0.18, 0.22], [-0.12, -0.09, 0.28], [-0.09, 0.04, 0.09], [0.03, 0.01, -0.02], [0.01, 0.00, 0.05], [0.00, -0.05, -0.08], [0.09, -0.09, -0.05], [-0.01, 0.03, 0.07], [0.05, 0.04, 0.03], [-0.84, -0.80, -1.78], [0.04, -0.13, 0.01], [0.00, 0.03, -0.01], [0.09, 0.04, -0.15], [-0.11, 0.00, 0.07], [-0.01, 0.01, 0.02], [-0.02, 0.03, 0.00], [-0.01, -0.01, -0.04], [-0.15, 0.13, -0.30], [-0.56, 0.57, 1.30], [-0.01, 0.06, 0.08], [-0.15, -0.17, -0.56], [-1.59, 1.53, 0.34], [-0.01, -0.02, 0.01], [-0.12, -0.03, 0.07], [0.00, 0.01, 0.01], [-0.02, 0.00, -0.01], [0.10, 0.07, -0.90], [0.01, -0.04, 0.02], [-0.02, -0.03, -0.03], [1.44, 0.82, 0.61], [0.03, 0.02, 0.01], [-0.02, -0.05, 0.01], [-0.02, 0.07, 0.21], [-0.32, -0.05, 0.30], [1.76, 0.48, -2.24], [-0.03, -0.05, 0.01], [0.03, 0.03, 0.01], [0.08, -2.70, 5.06], [0.00, -0.03, 0.00], [0.26, 0.08, -0.05], [-0.02, 0.00, 0.01], [-0.03, -0.25, -0.32], [0.00, 0.01, 0.00], [-0.02, -0.01, 0.01], [0.01, 0.01, -0.05], [0.55, -0.21, -0.92], [-0.01, -0.02, 0.02], [-0.06, -0.08, -0.03], [0.02, -0.02, 0.01], [0.16, -0.08, 0.13], [0.03, 0.00, -0.03], [-0.04, -0.01, 0.03], [0.04, 0.04, 0.01], [-0.03, -0.01, 0.03], [0.06, -0.08, 0.01], [0.01, -0.05, 0.02], [0.06, 0.11, 0.06], [0.04, 0.02, 0.02], [-0.05, 0.03, 0.00], [0.02, 0.02, 0.00], [0.24, -0.15, -0.47], [-0.16, 0.00, -0.47], [-0.02, 0.09, -0.06], [-0.10, 0.06, 0.04], [0.01, -0.01, 0.02], [0.07, -0.07, -0.01], [0.01, 0.00, -0.02], [0.02, 0.01, 0.04], [-1.90, 0.66, 0.91], [-0.02, -0.01, -0.25], [0.02, 0.02, 0.01], [0.04, 0.11, -0.09]], "lowdin_charge": [-0.05, 0.08, 0.10, -0.38, -0.06, 1.05, -0.04, 0.08, 0.08, 0.09, -0.53, -0.04, 0.08, 0.09, -0.56, -0.17, 0.06, 0.09, -0.16, 0.09, -0.13, 0.08, -0.38, -0.06, 0.07, 0.06, 0.09, 0.09, 0.09, 0.11, 0.03, -0.25, -0.56, 0.09, 0.11, -0.08, -0.06, -0.13, -0.04, -0.24, 0.08, 0.00, -0.09, 0.09, 0.05, 0.09, 0.80, -0.50, -0.36, -0.07, -0.07, 0.79, 0.09, -0.04, 0.08, 0.07, -0.66, 0.09, 0.08, -0.16, 0.08, 0.10, 0.66, -0.15, -0.17, 0.09, 0.10, 1.20, 0.08, -0.59, 0.07, 1.21, 0.10, 0.11, -0.05, -1.32, 0.09, -0.04, -0.06, -0.53, 0.07, 0.11, 0.09, 0.09, -0.04, 0.09, -0.07, 0.07, 0.08, 0.09, -0.38, -0.08, -0.04, 0.01, 0.08, 0.11, 0.10, 0.09, -0.35, -0.24, 0.07, -0.06], "largest_force_ev_per_a": 5.74, "orbital_gap_ha": [0.1918, 0.1926], "charge": 0, "e_above_lowest_kcal_mol": 82.1}